(1)
{"formula": "C16H30F3NO2S", "method": "ωB97M-V/def2-TZVPD", "species": ["C", "C", "S", "C", "C", "C", "F", "F", "F", "C", "C", "C", "C", "N", "O", "C", "C", "C", "C", "H", "H", "H", "H", "H", "H", "H", "H", "H", "H", "H", "H", "H", "H", "H", "H", "H", "H", "H", "H", "H", "H", "H", "C", "C", "C", "O", "H", "H", "H", "H", "H", "H", "H"], "positions_angstrom": [[-2.419065, -1.932556, -3.183469], [-1.053569, -1.799947, -3.852109], [0.411345, -2.192291, -2.847914], [-0.022016, -1.734414, -1.143661], [1.025706, -0.899891, -0.320774], [1.657016, -1.914084, 0.634292], [0.775359, -2.474035, 1.451223], [2.242783, -2.931864, -0.043511], [2.620423, -1.397015, 1.398657], [2.161271, -0.239340, -1.112160], [1.896762, 1.145523, -1.739591], [1.125562, 1.110305, -3.073228], [3.270919, 1.767249, -2.071833], [1.205267, 2.029707, -0.764268], [1.991498, 2.714601, -0.015940], [-0.023836, 1.492475, -0.089792], [-1.220229, 1.454505, -1.060113], [-0.410776, 2.482274, 1.029192], [0.263717, 0.132704, 0.564273], [-3.192991, -1.677269, -3.918083], [-2.554942, -1.256410, -2.339124], [-2.611330, -2.953605, -2.843259], [-0.959769, -0.802417, -4.298052], [-1.015533, -2.517410, -4.678581], [-0.982030, -1.226391, -1.103260], [-0.183194, -2.683045, -0.627277], [2.986657, -0.088708, -0.407519], [2.551223, -0.903219, -1.891903], [1.054014, 2.135666, -3.454746], [1.702642, 0.529632, -3.798295], [0.130934, 0.683599, -2.996968], [3.168224, 2.822147, -2.330016], [3.690606, 1.227641, -2.929395], [3.976326, 1.658286, -1.245718], [-2.104311, 1.210809, -0.460700], [-1.384733, 2.439103, -1.506715], [-1.145834, 0.692598, -1.835907], [-0.478492, 3.493495, 0.615222], [-1.383421, 2.180422, 1.427962], [0.274945, 2.435491, 1.871091], [0.834228, 0.334253, 1.475945], [-0.670084, -0.301456, 0.935680], [-0.956372, -1.496281, 4.644502], [-1.164908, 0.019330, 4.439855], [-2.456111, 0.420641, 5.187995], [-1.226488, 0.360934, 3.130570], [-1.785125, -2.047586, 4.189702], [-0.028232, -1.816872, 4.169931], [-0.902668, -1.770280, 5.709379], [-0.331077, 0.510217, 5.007283], [-3.312616, -0.091957, 4.740582], [-2.616345, 1.498098, 5.101494], [-2.421329, 0.166635, 6.259050]], "forces_ev_per_angstrom": [[-0.1, -0.1, -0.2], [-0.3, 0.1, -0.1], [0.0, -0.3, -0.1], [0.0, -0.1, 0.2], [-0.7, 0.1, -0.1], [0.2, 0.1, -0.3], [-0.5, -0.2, 0.3], [0.1, -0.2, -0.4], [0.3, 0.3, 0.3], [0.3, 0.1, 0.1], [0.3, 0.2, -0.6], [0.2, 0.1, 0.1], [-0.1, -0.4, 0.0], [0.3, -0.6, 0.5], [-0.2, 0.0, -0.2], [-0.5, 0.6, 0.3], [-0.1, -0.2, 0.3], [-0.3, -0.3, -0.2], [0.5, -0.2, -0.1], [0.1, 0.0, 0.1], [0.1, 0.0, -0.1], [0.1, 0.1, 0.0], [0.1, -0.1, 0.2], [0.2, 0.1, 0.1], [0.1, 0.0, -0.2], [0.0, 0.2, 0.0], [-0.2, 0.0, 0.0], [-0.1, 0.1, 0.1], [-0.1, -0.1, 0.1], [-0.1, 0.0, 0.1], [0.3, 0.0, -0.2], [0.0, -0.1, 0.1], [-0.1, 0.1, 0.1], [-0.2, 0.2, 0.0], [0.1, 0.0, -0.1], [0.1, -0.1, -0.1], [-0.1, 0.2, 0.1], [0.1, -0.1, 0.1], [0.2, 0.0, 0.0], [0.0, 0.1, -0.1], [0.0, -0.1, -0.1], [0.1, 0.1, 0.1], [0.1, -0.1, 0.3], [-0.5, -0.1, -0.3], [0.0, 0.0, 0.3], [0.2, 0.0, 0.1], [0.0, 0.0, -0.1], [0.0, 0.0, -0.1], [0.0, 0.0, 0.0], [0.1, 0.1, -0.1], [0.0, 0.0, -0.1], [0.0, 0.0, -0.1], [0.0, 0.0, 0.0]], "lowdin_spin": [0.00, 0.00, 0.00, 0.00, 0.00, 0.00, 0.00, 0.00, 0.00, 0.02, 0.02, 0.01, 0.00, 0.38, 0.52, 0.02, 0.00, 0.00, 0.02, 0.00, 0.00, 0.00, 0.00, 0.00, 0.00, 0.00, 0.00, 0.00, 0.00, 0.00, 0.00, 0.00, 0.00, 0.00, 0.00, 0.00, 0.00, 0.00, 0.00, 0.00, 0.00, 0.00, 0.00, 0.00, 0.00, 0.00, 0.00, 0.00, 0.00, 0.00, 0.00, 0.00, 0.00], "e_lumo_ev": [2.40, 2.40], "total_charge": -1, "gap_ev": [5.36, 5.36], "e_tot_ev": -41650.53262, "spin_multiplicity": 2, "fmax_ev_per_a": 0.840}

=====

(2)
{"formula": "C16H30F4N3O16", "method": "ωB97M-V/def2-TZVPD", "species": ["N", "H", "H", "H", "H", "N", "H", "H", "H", "H", "N", "H", "H", "H", "H", "C", "C", "O", "O", "H", "H", "H", "C", "C", "O", "O", "H", "H", "H", "C", "C", "O", "C", "O", "O", "F", "H", "H", "H", "C", "C", "O", "C", "O", "O", "F", "H", "H", "H", "C", "C", "O", "C", "O", "O", "F", "H", "H", "H", "C", "C", "O", "C", "O", "O", "F", "H", "H", "H"], "positions_angstrom": [[2.920369, 0.450961, -2.011580], [2.529039, 1.341239, -2.284268], [2.421942, 0.139788, -1.190094], [3.886552, 0.681447, -1.828609], [2.770434, -0.132812, -2.822022], [-0.295456, 2.216711, -1.874417], [0.586041, 2.636332, -2.133253], [-0.899157, 2.920005, -1.473154], [-0.045725, 1.569182, -1.140631], [-0.685403, 1.652210, -2.615627], [0.775138, -1.735262, -2.685803], [0.893102, -1.120685, -1.893044], [0.507556, -2.662166, -2.386890], [1.701740, -1.702143, -3.086319], [0.164927, -1.312868, -3.370878], [-0.736742, -0.409183, -0.852719], [0.718802, 0.038017, -0.699214], [0.940195, 1.278632, -0.449022], [1.614765, -0.772880, -0.977662], [-0.945093, -1.258346, -1.503582], [-1.467670, 0.366765, -1.080195], [-0.946256, -0.686922, 0.180266], [-2.566868, -0.634616, -3.309166], [-1.185645, -0.167177, -3.661773], [-0.400151, -0.835721, -4.241851], [-0.822368, 0.940604, -3.242742], [-2.571482, -1.724264, -3.336364], [-3.319363, -0.247176, -3.996011], [-2.728109, -0.490994, -2.240769], [-1.175884, -3.508886, 3.491174], [-2.454412, -3.414455, 2.724036], [-2.104777, -2.353196, 1.760300], [-1.098648, -1.673904, 2.179619], [-0.700258, -0.634207, 1.711132], [-0.581135, -2.337644, 3.202365], [-3.500593, -2.959278, 3.460230], [-0.604521, -4.381095, 3.173558], [-1.352360, -3.479175, 4.566383], [-2.921708, -4.290339, 2.273973], [-2.783262, 1.723017, 0.412931], [-2.349095, 0.524106, 1.190935], [-2.815498, -0.609787, 0.434526], [-3.603476, -0.218393, -0.489054], [-4.254925, -0.965283, -1.219096], [-3.816218, 1.107090, -0.386618], [-3.055929, 0.600936, 2.402338], [-1.887697, 1.995437, -0.145529], [-3.153738, 2.475385, 1.109200], [-1.290806, 0.651603, 1.418696], [2.419612, -0.755205, 1.408973], [1.498590, -1.905971, 1.676386], [1.281820, -1.805681, 3.005057], [2.483909, -1.373151, 3.557520], [2.738127, -1.501137, 4.731432], [3.261192, -0.885941, 2.593250], [2.009983, -3.138166, 1.309592], [2.009600, 0.253611, 1.361287], [2.939379, -0.766475, 0.450940], [0.602908, -1.755385, 1.073752], [2.367534, 2.725848, 0.205443], [1.990781, 3.016699, 1.659525], [1.496447, 4.323976, 1.387291], [2.050014, 4.916497, 0.374312], [1.867769, 6.114205, 0.094979], [2.836012, 4.004884, -0.201169], [3.046385, 3.045101, 2.477822], [1.450270, 2.479963, -0.329598], [3.119068, 1.983443, -0.063131], [1.220429, 2.432274, 2.162631]], "forces_ev_per_angstrom": [[4.0, 4.7, -4.0], [-0.2, 0.6, -0.2], [0.8, -0.6, 0.8], [0.7, -0.3, -0.4], [0.6, -0.4, 0.0], [0.9, 9.6, 4.6], [-0.2, 0.6, -0.1], [0.1, 0.6, -0.2], [-1.4, 1.5, -0.3], [-1.4, 3.2, 1.1], [2.6, -4.3, 0.1], [-0.6, -1.8, -1.3], [0.3, -0.3, -0.1], [0.1, -1.1, -0.4], [-0.2, -0.8, -1.1], [1.0, 0.0, 0.2], [-4.0, 1.8, 0.5], [0.3, -10.6, 3.0], [-0.6, -1.2, 6.8], [0.2, 0.2, 0.5], [1.0, -0.1, -0.2], [0.4, -0.4, -1.3], [0.8, -1.0, 0.1], [-4.7, 2.1, 0.8], [0.3, -1.5, -6.8], [-1.9, -7.3, -8.9], [-0.2, -0.1, -0.6], [-0.1, 0.2, 0.4], [-0.3, 0.8, -1.5], [-1.6, -1.7, 0.9], [-1.4, 0.3, -0.5], [-2.6, -2.4, -0.9], [0.1, -1.4, 2.7], [2.8, -4.2, 3.4], [-0.9, 2.4, 0.3], [0.3, 0.7, 0.4], [0.3, 0.1, 0.1], [-0.1, -0.6, 0.0], [1.0, 0.0, -0.8], [-0.8, -1.7, -0.2], [-2.9, 4.2, 0.8], [1.9, 0.4, 3.0], [-5.6, -0.4, -1.7], [1.6, 1.7, 2.0], [0.1, 1.5, -1.5], [0.7, -1.2, -0.6], [-0.8, 0.7, -0.3], [-0.1, 0.1, -0.6], [-2.0, 0.9, -0.5], [2.1, 0.0, 0.6], [-0.6, 0.5, -2.6], [4.7, 0.6, 0.7], [0.3, -0.8, 2.7], [-0.4, 0.5, -2.5], [0.3, 1.0, -0.8], [0.3, 0.3, 0.3], [-0.7, -0.3, 0.8], [1.0, -1.0, 1.1], [0.8, -0.9, 0.4], [1.0, 2.1, 0.4], [-0.2, 0.2, -1.6], [-2.2, -0.6, 3.8], [0.6, 4.5, -1.4], [0.8, -4.3, 0.4], [1.3, 0.8, -1.6], [0.7, 0.3, 0.5], [2.2, 3.3, 0.9], [0.2, 0.2, 0.6], [-0.2, 0.1, -0.4]], "mulliken_charge": [0.53, 0.47, -1.13, 0.42, 0.33, 0.06, 0.45, 0.43, -1.49, 0.87, -0.02, -0.53, 0.31, 0.32, 0.45, -2.84, 2.26, -1.10, -0.85, 1.00, 1.17, -0.13, 0.05, 0.55, -0.60, -0.55, 0.31, 0.36, -0.35, -0.54, 0.18, -0.12, 0.41, -0.39, -0.27, -0.30, 0.37, 0.34, 0.29, 0.40, 0.54, -0.29, 0.65, -0.60, -0.41, -0.47, -0.26, 0.49, 0.03, 0.11, 1.19, -0.15, 0.41, -0.54, -0.46, -0.47, -0.08, 0.12, -0.33, 0.86, 0.65, -0.39, 0.59, -0.58, -0.51, -0.34, -0.41, 0.20, 0.27], "e_lumo_ev": -3.69, "de_lowest_ev": 22.079, "total_charge": 1, "gap_ev": 9.60, "e_tot_ev": -65153.73811, "fmax_ev_per_a": 11.655}

=====

(3)
{"formula": "C16H30GeMnN2O2", "method": "ωB97M-V/def2-TZVPD", "species": ["Mn", "C", "C", "O", "C", "C", "C", "C", "C", "C", "O", "H", "H", "H", "H", "H", "H", "H", "C", "C", "C", "C", "Ge", "C", "C", "C", "C", "H", "H", "H", "H", "H", "H", "H", "H", "H", "H", "H", "H", "H", "H", "H", "H", "H", "H", "H", "N", "N", "H", "H", "H", "H"], "positions_angstrom": [[2.129348, -0.437467, 0.921488], [4.194878, 0.557721, -2.651978], [3.159201, 0.603787, -1.574317], [3.345686, -0.204282, -0.615780], [2.039142, 1.519300, -1.645433], [1.965683, 2.370228, -2.777045], [0.971027, 3.296724, -2.938753], [-0.004637, 3.421297, -1.946766], [0.029332, 2.618340, -0.829088], [1.026945, 1.658824, -0.647661], [0.957922, 0.942837, 0.485063], [4.874809, -0.265535, -2.455378], [4.760651, 1.491859, -2.664896], [3.747052, 0.431330, -3.636360], [2.724753, 2.293637, -3.540804], [0.948982, 3.928684, -3.814534], [-0.791305, 4.157031, -2.051571], [-0.712656, 2.722292, -0.048145], [-1.382453, -0.146712, -2.928896], [-1.467371, -0.655260, -1.495788], [-0.321730, -1.598813, -1.157580], [-0.383719, -2.173556, 0.256903], [-0.624985, -1.014769, 1.797178], [-1.706535, 0.537153, 2.145318], [-2.939626, 0.052146, 2.922919], [-3.739726, -0.969138, 2.123046], [-5.013121, -1.416892, 2.823808], [-2.208546, 0.525453, -3.155517], [-1.419496, -0.972406, -3.640200], [-0.450741, 0.400434, -3.092846], [-2.418843, -1.172305, -1.335848], [-1.447194, 0.198485, -0.809857], [0.631348, -1.079731, -1.317514], [-0.316386, -2.440925, -1.853760], [0.418583, -2.884236, 0.475334], [-1.306088, -2.773773, 0.366824], [-0.069010, -1.704858, 3.060337], [-1.972062, 0.992517, 1.193628], [-1.106378, 1.243093, 2.723121], [-3.551741, 0.920270, 3.174392], [-2.639628, -0.389849, 3.878584], [-3.103324, -1.858920, 1.937262], [-3.972540, -0.559996, 1.135312], [-4.797073, -1.831969, 3.808863], [-5.538070, -2.174802, 2.245222], [-5.688557, -0.571321, 2.957004], [3.460647, -1.778660, 1.904564], [3.773572, -0.477559, 2.508533], [3.352809, -2.506398, 2.605620], [4.222718, -2.060670, 1.291771], [4.754038, -0.245697, 2.375299], [3.604411, -0.516939, 3.508920]], "forces_ev_per_angstrom": [[0.8, -0.1, 0.2], [0.0, 0.0, 0.0], [0.1, -0.1, 0.0], [-0.2, 0.3, -0.2], [-0.1, 0.0, 0.1], [0.0, 0.0, 0.0], [-0.1, 0.0, 0.0], [0.0, 0.0, -0.1], [0.0, -0.1, 0.1], [-0.1, 0.1, -0.2], [-0.1, -0.3, 0.2], [0.0, 0.0, 0.0], [0.0, 0.0, 0.0], [0.0, 0.0, 0.0], [0.0, 0.0, 0.0], [0.0, 0.0, 0.0], [0.0, 0.0, 0.0], [0.0, 0.0, 0.0], [0.0, 0.0, 0.0], [0.0, 0.0, 0.0], [0.1, 0.0, 0.0], [-0.2, -0.1, 0.0], [-0.4, 0.2, -0.3], [-0.1, -0.1, 0.1], [0.0, 0.0, 0.0], [0.0, 0.1, 0.0], [0.0, 0.0, 0.0], [0.0, 0.0, 0.0], [0.0, 0.0, 0.0], [0.0, 0.0, 0.0], [0.0, 0.0, 0.0], [0.0, 0.0, 0.0], [0.0, 0.0, 0.0], [0.0, 0.0, 0.0], [0.0, 0.1, 0.0], [0.0, 0.0, 0.0], [0.1, 0.1, 0.0], [0.0, 0.0, 0.0], [0.1, 0.0, 0.0], [0.0, 0.0, -0.1], [0.0, 0.1, 0.0], [0.0, 0.0, 0.0], [0.0, 0.0, 0.0], [0.0, 0.0, 0.0], [0.0, 0.0, 0.0], [0.0, 0.0, 0.0], [-0.1, -0.1, 0.1], [0.0, -0.1, -0.1], [0.0, 0.0, 0.0], [0.0, 0.0, 0.0], [0.0, 0.0, 0.0], [0.0, 0.0, 0.0]], "lowdin_spin": [4.51, 0.00, 0.02, 0.09, 0.01, 0.00, 0.00, 0.00, 0.00, 0.01, 0.10, 0.00, 0.00, 0.00, 0.00, 0.00, 0.00, 0.00, 0.00, 0.00, 0.01, 0.04, 0.07, 0.00, 0.00, 0.00, 0.00, 0.00, 0.00, 0.00, 0.00, 0.00, 0.00, 0.00, 0.00, 0.01, 0.01, 0.00, 0.00, 0.00, 0.00, 0.00, 0.00, 0.00, 0.00, 0.00, 0.02, 0.06, 0.01, 0.00, 0.00, 0.00], "e_lumo_ev": [-7.77, -8.42], "total_charge": 2, "gap_ev": [6.74, 6.19], "e_tot_ev": -111974.66978, "spin_multiplicity": 6, "fmax_ev_per_a": 0.828}